[1]
Entry from OMol25: C41H61F2N8O7S2Sr2 as an isolated structure (ωB97M-V/def2-TZVPD).

CARTESIAN COORDINATES (ANGSTROEM)
Sr (10.039, 13.576, -1.712)
Sr (6.017, 15.621, -3.970)
C (14.046, 13.827, -4.587)
C (14.143, 13.612, -3.032)
C (15.682, 13.585, -2.590)
C (15.931, 13.711, -1.131)
C (15.343, 14.968, -0.634)
C (13.798, 15.084, -0.897)
N (13.473, 14.736, -2.335)
O (12.107, 14.933, -2.596)
C (13.460, 16.606, -0.603)
C (13.111, 14.170, 0.158)
C (13.443, 12.294, -2.748)
H (14.620, 14.646, -5.019)
H (13.021, 13.828, -4.956)
H (14.476, 12.981, -5.124)
H (16.356, 14.259, -3.119)
H (16.103, 12.618, -2.866)
H (16.997, 13.693, -0.903)
H (15.511, 12.802, -0.699)
H (15.904, 15.781, -1.095)
H (15.521, 15.057, 0.438)
H (12.430, 16.861, -0.852)
H (13.985, 17.315, -1.242)
H (13.549, 16.894, 0.445)
H (12.035, 14.302, 0.044)
H (13.338, 14.366, 1.206)
H (13.276, 13.126, -0.107)
H (12.430, 12.191, -3.136)
H (13.540, 12.032, -1.694)
H (13.946, 11.437, -3.195)
O (7.972, 15.068, -2.469)
C (8.209, 16.141, -1.545)
C (8.531, 16.021, 0.007)
O (9.515, 15.106, 0.315)
H (7.400, 16.853, -1.707)
H (9.051, 16.672, -1.989)
H (7.598, 15.747, 0.500)
H (8.752, 16.967, 0.501)
C (7.762, 20.306, 0.911)
C (8.959, 20.888, 1.623)
N (10.064, 19.928, 1.574)
C (11.290, 20.204, 1.073)
C (12.165, 19.084, 1.289)
N (11.340, 18.177, 2.024)
C (10.089, 18.696, 2.129)
C (11.663, 16.948, 2.647)
H (8.057, 20.047, -0.106)
H (6.908, 20.981, 0.850)
H (7.445, 19.346, 1.316)
H (8.703, 20.988, 2.677)
H (9.254, 21.883, 1.290)
H (11.602, 21.139, 0.632)
H (13.198, 18.864, 1.060)
H (9.188, 18.295, 2.569)
H (12.747, 16.836, 2.652)
H (11.135, 16.102, 2.206)
H (11.363, 17.055, 3.689)
C (16.135, 7.389, 2.455)
N (14.874, 8.183, 2.514)
C (13.653, 7.689, 2.127)
C (12.560, 8.479, 2.097)
C (12.618, 9.819, 2.567)
C (13.898, 10.283, 2.958)
C (15.017, 9.472, 2.930)
C (11.403, 10.693, 2.628)
C (11.419, 12.067, 2.345)
C (10.301, 12.877, 2.539)
N (9.157, 12.320, 3.013)
C (9.037, 10.944, 3.172)
C (10.181, 10.138, 3.123)
C (7.960, 13.157, 3.136)
H (15.983, 6.311, 2.420)
H (16.764, 7.700, 3.290)
H (16.650, 7.585, 1.515)
H (13.608, 6.683, 1.736)
H (11.642, 8.086, 1.685)
H (14.027, 11.271, 3.377)
H (16.004, 9.728, 3.286)
H (12.290, 12.565, 1.945)
H (10.199, 13.918, 2.270)
H (8.086, 10.557, 3.505)
H (10.156, 9.084, 3.359)
H (7.350, 12.724, 3.929)
H (7.366, 13.134, 2.222)
H (8.186, 14.171, 3.467)
C (12.173, 25.361, 0.112)
N (11.819, 24.226, -0.648)
C (10.528, 23.773, -0.620)
C (10.205, 22.555, -1.288)
C (11.179, 21.861, -2.029)
C (12.479, 22.420, -2.099)
C (12.778, 23.578, -1.356)
C (10.907, 20.558, -2.664)
C (9.765, 20.394, -3.483)
C (9.453, 19.183, -4.118)
N (10.339, 18.172, -3.975)
C (11.444, 18.274, -3.192)
C (11.816, 19.482, -2.518)
C (10.115, 16.932, -4.759)
H (11.836, 26.224, -0.462)
H (13.254, 25.470, 0.201)
H (11.736, 25.307, 1.109)
H (9.742, 24.270, -0.071)
H (9.206, 22.153, -1.211)
H (13.215, 21.952, -2.735)
H (13.806, 23.904, -1.301)
H (9.066, 21.202, -3.641)
H (8.663, 19.014, -4.836)
H (11.963, 17.368, -2.919)
H (12.696, 19.486, -1.893)
H (11.099, 16.476, -4.867)
H (9.596, 17.062, -5.709)
H (9.461, 16.268, -4.194)
N (4.486, 17.208, -2.939)
S (4.934, 18.720, -2.397)
O (5.215, 18.755, -0.973)
O (4.403, 19.943, -3.008)
F (6.496, 18.593, -2.902)
S (3.019, 17.347, -2.807)
O (2.399, 17.852, -4.021)
O (2.335, 17.578, -1.492)
F (2.639, 15.735, -2.996)

Forces on atoms 1 to 6 (eV/Å):
Sr 0.8 2.2 0.1
Sr 0.4 -0.4 0.9
C 0.4 -0.5 0.1
C 0.4 1.1 -0.7
C -0.3 -1.0 -1.3
C 0.0 -0.9 0.2

Values from the calculation:
Orbital gap   0.1373 Eh
ΔE to the lowest compared entry with this formula, charge and spin   0.0 kcal/mol
Charge   +5
Maximum force   0.2879 Eh/bohr

[2]
Entry from OMol25: C41H61I2N2O5SSc as an isolated structure (ωB97M-V/def2-TZVPD).

CARTESIAN COORDINATES (ANGSTROEM)
Sc (0.028, -0.014, -0.060)
C (6.616, 2.136, -1.845)
C (6.470, 0.631, -2.070)
C (7.466, -0.101, -1.157)
C (6.804, 0.326, -3.537)
C (5.053, 0.152, -1.764)
C (4.064, 0.997, -1.342)
C (2.775, 0.481, -1.066)
N (1.732, 1.148, -0.529)
C (1.582, 2.502, -0.333)
C (2.125, 3.498, -1.157)
C (1.905, 4.823, -0.869)
C (1.214, 5.107, 0.322)
C (0.664, 4.155, 1.175)
C (0.739, 2.806, 0.763)
O (0.144, 1.758, 1.367)
C (0.122, 4.557, 2.560)
C (-1.357, 4.189, 2.757)
C (0.266, 6.060, 2.818)
C (0.960, 3.820, 3.618)
C (2.409, 5.964, -1.756)
C (3.402, 6.834, -0.969)
C (3.117, 5.436, -3.004)
C (1.220, 6.827, -2.202)
C (2.486, -0.908, -1.226)
O (1.239, -1.281, -0.931)
C (3.502, -1.787, -1.632)
C (4.743, -1.226, -1.895)
C (3.230, -3.291, -1.765)
C (2.831, -3.867, -0.395)
C (4.459, -4.055, -2.256)
C (2.097, -3.528, -2.776)
H (7.636, 2.441, -2.089)
H (6.427, 2.410, -0.803)
H (5.936, 2.708, -2.484)
H (8.479, 0.272, -1.334)
H (7.473, -1.179, -1.342)
H (7.220, 0.062, -0.105)
H (7.820, 0.660, -3.767)
H (6.113, 0.845, -4.207)
H (6.748, -0.744, -3.753)
H (4.254, 2.044, -1.164)
H (2.688, 3.194, -2.030)
H (1.111, 6.148, 0.595)
H (-1.958, 4.444, 1.880)
H (-1.763, 4.736, 3.613)
H (-1.477, 3.127, 2.965)
H (-0.345, 6.654, 2.133)
H (1.304, 6.396, 2.744)
H (-0.076, 6.274, 3.834)
H (0.889, 2.739, 3.484)
H (0.597, 4.067, 4.622)
H (2.011, 4.113, 3.552)
H (4.253, 6.238, -0.630)
H (2.936, 7.287, -0.091)
H (3.779, 7.643, -1.602)
H (4.002, 4.844, -2.748)
H (3.448, 6.276, -3.618)
H (2.450, 4.818, -3.613)
H (0.697, 7.267, -1.348)
H (0.499, 6.229, -2.767)
H (1.564, 7.645, -2.842)
H (5.541, -1.885, -2.215)
H (3.653, -3.757, 0.318)
H (2.606, -4.935, -0.489)
H (1.953, -3.360, 0.009)
H (5.293, -3.986, -1.551)
H (4.798, -3.698, -3.233)
H (4.203, -5.112, -2.361)
H (1.176, -3.037, -2.460)
H (1.909, -4.602, -2.876)
H (2.378, -3.143, -3.761)
O (-1.569, -1.320, -0.720)
S (-2.463, -2.542, -0.670)
C (-1.727, -3.800, -1.718)
C (-2.942, -4.570, -2.219)
C (-3.950, -3.513, -2.719)
C (-3.785, -2.237, -1.865)
H (-1.012, -4.387, -1.140)
H (-1.203, -3.258, -2.510)
H (-3.375, -5.149, -1.399)
H (-2.666, -5.278, -2.997)
H (-4.968, -3.891, -2.661)
H (-3.754, -3.275, -3.764)
H (-4.671, -1.947, -1.307)
H (-3.432, -1.371, -2.429)
I (-2.235, 1.181, 1.383)
I (-4.710, 0.014, 1.226)
O (-0.854, 1.185, -1.536)
N (-0.890, 1.321, -2.835)
C (0.108, 0.823, -3.594)
C (0.086, 0.995, -4.961)
C (-0.961, 1.684, -5.551)
C (-1.972, 2.185, -4.744)
C (-1.919, 1.994, -3.381)
H (0.885, 0.307, -3.053)
H (0.899, 0.589, -5.548)
H (-0.989, 1.831, -6.622)
H (-2.807, 2.735, -5.157)
H (-2.649, 2.356, -2.673)
C (1.325, -1.819, 3.759)
C (0.382, -2.965, 3.321)
C (-0.505, -2.346, 2.236)
O (0.152, -1.117, 1.872)
C (0.750, -0.591, 3.084)
H (2.338, -2.003, 3.405)
H (1.362, -1.691, 4.840)
H (-0.225, -3.340, 4.143)
H (0.953, -3.801, 2.920)
H (-1.503, -2.100, 2.599)
H (-0.583, -2.961, 1.346)
H (-0.041, -0.126, 3.672)
H (1.470, 0.166, 2.802)

Forces on atoms 1 to 6 (eV/Å):
Sc -0.9 0.2 0.8
C 0.0 0.1 0.0
C 0.0 -0.1 0.0
C 0.0 0.0 0.0
C 0.0 0.0 -0.1
C 0.0 -0.2 0.0

Values from the calculation:
Orbital gap (spin up / spin down)   0.2358 / 0.2130 Eh
Multiplicity   2
ΔE to the lowest compared entry with this formula, charge and spin   17.8 kcal/mol
Charge   +1
Maximum force   0.0248 Eh/bohr

[3]
Entry from OMol25: one molecule with the formula C41H62N12O11 (ωB97M-V/def2-TZVPD).

CARTESIAN COORDINATES (ANGSTROEM)
C (-6.523, -1.868, -2.606)
H (-7.245, -2.345, -1.947)
C (-5.167, -1.779, -1.916)
H (-4.830, -2.788, -1.663)
H (-5.292, -1.222, -0.985)
C (-4.110, -1.077, -2.780)
C (-3.565, -1.998, -3.867)
H (-4.372, -2.376, -4.487)
H (-2.867, -1.464, -4.508)
H (-3.045, -2.844, -3.423)
H (-4.573, -0.200, -3.242)
C (-2.959, -0.542, -1.907)
N (-2.364, -1.599, -1.128)
C (-1.049, -1.825, -1.009)
O (-0.185, -1.152, -1.548)
C (-0.716, -3.049, -0.152)
N (0.719, -3.116, -0.042)
C (1.382, -4.194, 0.411)
O (0.826, -5.200, 0.807)
C (2.910, -4.050, 0.426)
N (3.340, -2.762, -0.050)
C (3.897, -2.559, -1.254)
O (4.110, -3.423, -2.078)
C (4.171, -1.057, -1.497)
N (5.132, -0.529, -0.550)
C (4.820, -0.080, 0.667)
O (3.736, -0.295, 1.205)
C (5.921, 0.732, 1.349)
N (6.974, 1.018, 0.387)
H (-0.478, 1.841, -2.022)
H (6.609, 1.731, -0.245)
H (6.340, 0.126, 2.162)
C (5.248, 1.995, 1.926)
C (4.271, 2.544, 0.869)
O (4.625, 2.497, -0.325)
O (3.161, 2.959, 1.272)
H (7.779, 1.415, 0.860)
H (6.004, 2.748, 2.160)
H (4.691, 1.761, 2.833)
H (6.068, -0.314, -0.870)
C (4.640, -0.808, -2.924)
C (4.549, 0.660, -3.339)
H (5.135, 1.280, -2.660)
H (4.974, 0.761, -4.338)
C (3.113, 1.189, -3.361)
N (2.723, 1.673, -2.053)
C (1.484, 1.976, -1.691)
N (0.418, 1.657, -2.452)
H (0.468, 0.837, -3.032)
N (1.283, 2.654, -0.577)
H (0.323, 2.783, -0.292)
H (2.064, 2.878, 0.079)
H (3.483, 2.057, -1.449)
H (3.033, 2.009, -4.086)
H (2.435, 0.390, -3.680)
H (5.669, -1.158, -3.021)
H (4.030, -1.422, -3.590)
H (3.218, -0.541, -1.317)
H (3.263, -1.966, 0.582)
H (3.308, -4.800, -0.270)
C (3.438, -4.343, 1.844)
C (4.963, -4.358, 1.850)
H (5.333, -4.624, 2.837)
H (5.353, -3.375, 1.591)
H (5.345, -5.079, 1.131)
C (2.900, -3.333, 2.857)
H (1.813, -3.323, 2.848)
H (3.260, -2.328, 2.650)
H (3.229, -3.606, 3.858)
H (3.064, -5.337, 2.111)
H (1.214, -2.339, -0.461)
H (-1.077, -3.947, -0.675)
C (-1.361, -3.003, 1.253)
C (-2.831, -3.309, 1.246)
C (-3.289, -4.559, 0.842)
C (-4.641, -4.845, 0.811)
C (-5.568, -3.882, 1.197)
C (-5.121, -2.637, 1.626)
C (-3.768, -2.360, 1.649)
H (-3.427, -1.393, 1.983)
H (-5.848, -1.904, 1.938)
O (-6.907, -4.115, 1.172)
H (-7.078, -5.017, 0.878)
H (-4.982, -5.822, 0.495)
H (-2.577, -5.321, 0.562)
H (-0.850, -3.767, 1.842)
H (-1.170, -2.024, 1.697)
H (-3.000, -2.166, -0.585)
C (-3.459, 0.632, -1.047)
O (-4.247, 1.451, -1.477)
N (-2.979, 0.663, 0.211)
H (-2.142, 0.135, 0.467)
C (-3.181, 1.857, 1.002)
H (-4.256, 2.055, 1.064)
C (-2.571, 1.643, 2.398)
C (-1.117, 1.337, 2.265)
C (-0.032, 2.112, 2.567)
N (1.063, 1.405, 2.171)
C (0.618, 0.259, 1.634)
N (-0.690, 0.176, 1.678)
H (1.267, -0.491, 1.235)
H (2.015, 1.765, 2.133)
H (0.039, 3.076, 3.025)
H (-3.091, 0.811, 2.877)
H (-2.702, 2.535, 3.008)
C (-2.478, 3.020, 0.300)
O (-1.541, 2.813, -0.467)
N (-2.885, 4.262, 0.560)
C (-2.236, 5.382, -0.109)
C (-0.720, 5.233, -0.144)
O (-0.049, 5.473, -1.107)
O (-0.216, 4.886, 1.043)
H (0.749, 4.770, 0.986)
C (-2.702, 6.594, 0.699)
H (-2.073, 6.707, 1.583)
C (-4.117, 6.186, 1.101)
H (-4.796, 6.321, 0.259)
C (-3.968, 4.698, 1.421)
H (-3.695, 4.553, 2.472)
H (-4.883, 4.139, 1.213)
H (-4.493, 6.753, 1.949)
H (-2.669, 7.511, 0.117)
H (-2.574, 5.440, -1.152)
H (-2.171, -0.136, -2.553)
H (-6.886, -0.874, -2.851)
H (-6.462, -2.450, -3.522)

Forces on atoms 1 to 6 (eV/Å):
C 0.2 -0.1 0.2
H -0.1 -0.1 0.0
C 0.0 0.3 -0.2
H 0.1 0.0 0.1
H 0.0 -0.1 0.1
C 0.1 -0.1 0.1

Values from the calculation:
Orbital gap   0.3328 Eh
Charge   0
Maximum force   0.0167 Eh/bohr